# C5H10N3

The ion C5H10N3 with charge +1 (the ωB97M-V functional and the def2-TZVPD basis, OMol25).

Computed properties:
SMILES   NCCc1c[nH]c[nH+]1
Strongest force on any atom   1.1 eV/Å
Energy   -9811.430 eV
E_HOMO   -0.463 Ha
Charge   +1
Frontier orbital gap   9.394 eV

```
18
C5H10N3 | OMol25 | the ωB97M-V functional and the def2-TZVPD basis
N 1.190 -1.018 -1.950
C -0.229 -0.951 -1.715
C -0.700 0.390 -1.160
C -0.317 0.539 0.266
C 0.818 1.039 0.824
N 0.704 0.907 2.183
C -0.465 0.377 2.490
N -1.095 0.161 1.341
H 1.433 -1.900 -2.381
H 1.755 -0.862 -1.126
H -0.603 -1.780 -1.082
H -0.775 -1.160 -2.632
H -0.205 1.217 -1.686
H -1.762 0.491 -1.378
H 1.722 1.393 0.355
H 1.426 1.099 2.863
H -0.849 0.241 3.494
H -2.048 -0.183 1.293
```

# C5H6O2

An isolated molecule of C5H6O2 (the ωB97M-V functional and the def2-TZVPD basis, OMol25).

Computed properties:
SMILES   C#C[C@H](C=O)CO
Strongest force on any atom   0.6 eV/Å
Energy   -9374.410 eV
E_HOMO   -0.366 Ha
Frontier orbital gap   10.618 eV

```
13
C5H6O2 | OMol25 | the ωB97M-V functional and the def2-TZVPD basis
C -2.537 -0.028 -0.106
C -1.382 -0.351 -0.206
C 0.062 -0.598 -0.256
C 0.506 -0.858 1.185
O 0.559 0.012 2.019
C 0.787 0.645 -0.889
O 1.866 1.127 -0.138
H -3.558 0.269 -0.015
H 0.270 -1.498 -0.847
H 0.752 -1.907 1.441
H 0.036 1.424 -1.066
H 1.198 0.350 -1.858
H 1.506 1.418 0.713
```

Calculated LUMO energy in order - -3.2, 0.7 eV
Calculated energy above the lowest of the compared OMol25 structures with the same formula, charge and spin in order - 0.319, 2.685 eV